# 1
{"formula": "C27H26NOS4Sb3Tl", "method": "ωB97M-V/def2-TZVPD", "total_charge": -2, "e_above_lowest_kcal_mol": 5.64, "homo_lumo_gap_ev": [5.279, 5.702], "e_tot_ev": -99606.631, "lumo_energy_ev": [3.800, 3.800], "s_squared": 0.76, "multiplicity": 2, "species": ["H", "H", "H", "H", "H", "Sb", "C", "H", "C", "H", "H", "C", "S", "H", "H", "H", "H", "C", "Sb", "C", "N", "C", "H", "C", "H", "H", "H", "H", "H", "C", "C", "C", "C", "O", "S", "H", "C", "Sb", "H", "C", "H", "C", "C", "C", "H", "H", "H", "C", "C", "C", "H", "C", "S", "C", "Tl", "C", "S", "C", "C", "H", "C", "C", "C"], "positions_angstrom": [[-0.4773, 0.0408, -0.1447], [1.3237, -0.4018, -3.7832], [2.4417, -1.8932, 2.1876], [3.0558, -3.5150, 0.4187], [-2.2117, -0.4151, 6.8887], [-2.7061, -1.8928, 1.0254], [-0.6472, -2.4724, 0.8957], [-3.0619, 0.0106, -0.7678], [2.6831, 5.5073, 0.5588], [-3.3039, 0.7054, 0.8176], [1.8066, 4.4621, 2.2186], [2.1444, 4.6214, -1.6131], [-2.3413, -3.7155, -3.2154], [-2.1196, 1.7138, -1.6368], [0.6551, 2.8102, 0.8170], [-0.9465, 1.1945, 1.0801], [4.4899, -0.2471, 0.0060], [-2.1105, -2.2653, 4.0488], [-0.8821, -3.7808, -5.0699], [2.7666, 0.6540, -0.8965], [-3.7180, 0.0832, -3.3441], [-1.2812, 1.8904, -0.9602], [2.2463, 4.6791, -2.6921], [-1.9889, -1.9457, 5.3944], [3.1106, -2.0373, -3.6409], [3.1911, 6.2362, 1.1791], [1.3007, -4.4438, -1.0622], [-1.3980, 2.8829, -0.5174], [-1.0367, -3.7706, -0.7838], [1.6742, -2.3268, 1.5567], [1.8510, 0.6260, -1.9469], [-2.3137, -0.6701, 5.8406], [2.0039, -0.3498, -2.9382], [-6.1328, 0.9753, -3.4457], [-5.0475, 0.1116, -3.9482], [0.1013, -1.2175, 2.4848], [0.3508, -1.9447, 1.7189], [0.3722, 2.1552, -2.3267], [3.4011, 6.3341, -1.2869], [-2.7624, 0.2755, 4.9303], [-1.6364, -2.6924, 6.0962], [1.2544, 3.5791, 0.3430], [-1.2397, 0.7802, 0.1087], [-2.8812, -0.0524, 3.5819], [-3.2301, 0.7056, 2.8914], [2.6876, 1.3995, -0.1131], [-1.8402, -3.2634, 3.7192], [1.3626, 3.6121, -1.0500], [-2.5553, -1.3259, 3.1149], [2.8007, 5.5605, -0.8225], [4.7290, -1.9796, -1.7512], [2.0193, -3.2370, 0.5629], [-0.6618, -1.5297, -5.7089], [3.7962, -0.2793, -0.8266], [-1.5072, -0.9943, -3.0177], [3.0294, -1.2833, -2.8672], [-1.5653, -5.1557, -6.7720], [3.9305, -1.2491, -1.8102], [1.9060, 4.5123, 1.1405], [-3.0176, 1.2739, 5.2658], [1.0378, -3.7621, -0.2625], [-0.2912, -3.3883, -0.0935], [-2.6103, 0.1051, 0.2236]]}

---

# 2
{"formula": "C27H26O5", "method": "ωB97M-V/def2-TZVPD", "smiles": "O=C1c2ccccc2C(=O)c2cc(CCCc3ccccc3)ccc21.CCOC(=O)OC", "e_above_lowest_kcal_mol": 0.00, "homo_lumo_gap_ev": 8.569, "e_tot_ev": -38659.265, "lumo_energy_ev": -0.590, "multiplicity": 1, "species": ["C", "H", "C", "H", "C", "C", "H", "H", "C", "H", "C", "O", "O", "C", "C", "H", "C", "C", "H", "C", "C", "H", "H", "C", "H", "H", "C", "H", "H", "H", "O", "O", "C", "H", "C", "C", "H", "C", "H", "H", "O", "C", "C", "C", "C", "H", "H", "C", "C", "H", "H", "H", "H", "C", "C", "H", "C", "H"], "positions_angstrom": [[-1.2525, -2.0685, -2.5219], [-4.6426, 2.9146, 7.2757], [2.3573, 3.7697, -1.6470], [-1.9162, -2.4476, -4.5117], [0.5636, -3.4098, 1.0590], [2.3079, 3.8922, -0.2592], [-3.3737, 3.7238, 6.3317], [2.4884, 3.4551, -4.1986], [2.7235, 2.5733, -2.2699], [-0.0472, -0.9202, 3.3658], [-3.6641, 2.7957, 6.8190], [-3.7880, 1.7356, 5.8706], [-2.9475, 0.5335, 4.2895], [-1.7268, -3.3492, -1.9426], [-0.8648, -3.8787, -0.8525], [1.4339, -5.1101, 2.0129], [-0.6217, -1.1678, -1.6555], [2.9947, 1.5955, -0.0779], [1.9705, 1.4048, -5.4191], [3.0425, 1.4850, -1.4614], [-0.8969, -0.5490, -4.3333], [-1.4814, 1.0933, 2.9207], [-0.1455, 1.9039, -4.9114], [2.7619, 2.4930, -3.7741], [-1.1023, -5.9614, -1.3393], [3.7924, 2.3054, -4.0809], [-0.2496, -2.9746, 0.0214], [0.3640, 0.7214, -1.4525], [1.0099, -2.6815, 1.7168], [-2.9349, 2.5341, 7.5846], [-2.7168, -3.9178, -2.3083], [-0.5929, -0.7164, 0.6601], [-0.4935, -1.5281, -0.2204], [-2.3344, -0.4096, 2.6088], [0.3686, 1.6196, -3.9980], [-0.7929, -0.5945, 4.0895], [3.2471, 0.7572, 0.5529], [-0.2449, 0.3468, -3.4880], [-0.9953, -0.2764, -5.3746], [2.1984, 0.4094, -4.0201], [-1.7167, 2.2391, 5.1244], [0.7927, -4.7727, 1.2156], [1.8696, 1.3954, -4.3338], [0.1917, -5.6717, 0.3396], [-1.4075, -1.7527, -3.8617], [2.1078, 4.6296, -2.2532], [2.5953, 2.8799, 1.6046], [-0.1265, 0.0380, -2.1313], [-1.8773, 0.1935, 3.3885], [3.3290, 0.5443, -1.9122], [2.0246, 4.8409, 0.1653], [-0.2992, 0.0086, 4.8514], [0.3872, -6.7256, 0.4704], [2.6285, 2.7961, 0.5286], [-2.7087, 1.5566, 5.1029], [-1.2174, -1.4715, 4.5814], [-0.6434, -5.2379, -0.6829], [0.2720, 2.4082, -3.2585]]}

---

# 3
{"formula": "C27H27BrFN5O2PdS", "method": "ωB97M-V/def2-TZVPD", "total_charge": 2, "homo_lumo_gap_ev": [5.511, 4.628], "e_tot_ev": -127037.347, "lumo_energy_ev": [-6.967, -9.176], "s_squared": 6.11, "multiplicity": 5, "species": ["C", "C", "H", "C", "H", "C", "H", "C", "H", "C", "H", "C", "H", "C", "C", "C", "H", "H", "C", "Br", "N", "C", "C", "S", "H", "H", "H", "H", "C", "C", "H", "C", "H", "H", "C", "H", "N", "N", "H", "H", "H", "C", "H", "C", "H", "N", "H", "C", "C", "C", "F", "Pd", "O", "C", "N", "O", "H", "H", "C", "C", "C", "H", "H", "H", "C"], "positions_angstrom": [[-3.6923, -0.0750, 15.4569], [-3.7718, 0.3044, 14.0792], [0.6350, 2.1022, 15.5134], [-2.7645, 1.4199, 12.1014], [1.1538, 4.4936, 14.8834], [-3.2948, 5.3670, 14.1901], [-8.7175, 1.4872, 18.8463], [-2.4646, 6.2920, 14.8607], [-5.6783, -0.7099, 13.7111], [-10.9366, 2.8809, 19.2158], [-8.7551, 3.8839, 15.8662], [-4.9695, 0.3672, 11.9894], [-1.9831, 1.9689, 11.6000], [-5.5743, 4.4368, 13.5529], [-7.8434, 2.5212, 17.3009], [-11.9570, 3.7772, 19.4085], [-1.4228, 6.2222, 14.7024], [-2.3977, 8.0715, 16.0537], [-9.8175, 3.3540, 18.5145], [-6.4496, 1.2196, 17.4128], [-1.7575, 2.8310, 15.7174], [0.6143, 2.8995, 16.2566], [-3.0481, 7.3488, 15.5906], [-1.3287, 4.2695, 17.8022], [1.0743, 2.4782, 17.1924], [-4.5559, -0.5761, 15.8777], [1.4381, 4.8141, 16.5734], [-7.7445, 4.3247, 13.8213], [-10.7206, 5.6330, 18.4604], [-5.2312, 6.4700, 15.0848], [-3.7544, 5.4811, 18.2545], [-11.9090, 5.1063, 19.0582], [-10.9551, 1.9129, 19.6328], [-3.1376, 3.8484, 13.0610], [-4.9138, -0.0567, 13.2823], [-2.7829, -0.0051, 16.0276], [-4.0072, 4.7536, 17.5945], [-6.8549, 4.2841, 14.3231], [-12.6933, 5.7868, 19.2747], [-5.8770, 4.8160, 12.5893], [-1.8427, 1.2419, 14.0676], [1.4939, 4.0580, 15.8109], [2.5439, 3.7838, 15.7830], [-9.7334, 4.7182, 18.1595], [-10.5778, 6.6796, 18.3164], [-6.7436, 3.6681, 15.4595], [-6.2947, 6.5420, 15.1386], [-4.4260, 7.3745, 15.7207], [-7.8280, 3.3586, 16.1571], [-4.6810, 5.4288, 14.2745], [-4.0125, 1.4562, 10.1362], [-4.5182, 2.4271, 15.1730], [-2.5541, 4.4604, 13.4993], [-3.9066, 1.1032, 11.4196], [-2.9599, 3.3473, 16.0602], [-5.0153, 3.2354, 13.3203], [-8.8635, 5.1110, 17.7392], [-4.5953, 5.1477, 16.8399], [-0.8142, 3.2580, 16.4350], [-8.7876, 2.3740, 18.2415], [-2.6598, 0.9307, 13.4209], [-4.8662, 8.2187, 16.2299], [-12.8309, 3.4194, 19.9744], [-5.8538, 0.1047, 11.3874], [-2.9240, 4.1275, 17.0977]]}

---

# 4
{"formula": "C27H27BrN2O6SZn", "method": "ωB97M-V/def2-TZVPD", "e_above_lowest_kcal_mol": 0.00, "homo_lumo_gap_ev": 7.761, "e_tot_ev": -172999.955, "lumo_energy_ev": -0.327, "multiplicity": 1, "species": ["H", "C", "C", "C", "H", "H", "H", "H", "O", "C", "C", "C", "C", "S", "H", "H", "H", "C", "C", "C", "H", "H", "H", "N", "C", "C", "C", "Zn", "H", "H", "C", "H", "H", "C", "H", "C", "H", "C", "O", "H", "O", "H", "H", "N", "C", "H", "H", "H", "C", "H", "C", "O", "Br", "C", "H", "O", "H", "O", "C", "C", "C", "C", "H", "C", "C"], "positions_angstrom": [[-1.0857, -3.8524, 1.4011], [1.1851, 0.8436, 0.1325], [-0.7571, -2.8979, -0.3946], [-3.0121, 3.6513, -5.3463], [-0.2594, 5.5227, -5.8028], [4.9760, -0.1689, -1.5404], [0.1940, 2.2092, 1.5438], [-0.6620, 0.4893, 4.9408], [1.9826, -1.0578, -1.9982], [-0.2409, -0.1482, 4.2092], [-3.5945, -4.4375, 1.5921], [-3.2611, -3.6572, 2.8432], [3.4593, 1.4742, 1.8890], [-1.4212, -2.4831, -1.8855], [4.3135, -1.5194, -2.3615], [2.5987, -1.7266, 3.1469], [-3.5423, -2.7688, 0.1356], [2.1887, 2.1502, 1.9945], [1.5499, -1.4690, 3.1914], [-0.4394, 1.3778, -3.7312], [4.5764, -1.6510, -0.5962], [-1.1016, -1.2722, 1.1379], [-3.1951, -5.4815, 1.6676], [-1.5207, -3.5212, 0.5342], [-1.0900, 2.5577, -4.3877], [-3.0133, -3.7426, 0.4013], [-1.0003, -0.4228, 3.0854], [0.1292, -0.4576, -2.2080], [1.6958, -0.5448, 5.1385], [-4.0737, 3.7125, -5.5150], [-2.4728, 2.6389, -4.5766], [-3.0728, 1.8819, -4.2062], [-2.2492, -3.5427, 2.9811], [0.7843, -1.6661, 2.0675], [4.5741, 0.2175, 0.5870], [1.3568, -2.4375, 0.9459], [4.2968, 1.8265, 2.4947], [-0.3449, 3.6268, -4.7775], [2.0611, 2.9674, 3.0224], [-3.6762, -2.6323, 2.7197], [2.5291, -2.6441, 0.8129], [0.7679, 3.5953, -4.6602], [-4.6933, -4.5094, 1.5784], [0.5977, -2.8563, -0.1919], [-0.8395, 4.6679, -5.4817], [-3.6413, -4.0852, 3.7836], [1.0300, -2.5470, -1.0657], [0.2628, 3.6312, 3.8172], [4.2783, -0.9751, -1.4236], [-3.1542, -4.3429, -0.5544], [-0.5213, -1.1277, 2.0270], [-1.1237, 0.2884, -3.5681], [-2.9913, 6.1239, -6.7018], [2.5243, 0.3085, -0.0799], [1.3740, 4.9492, 3.4267], [0.7185, 1.4715, -3.2042], [-2.0393, -0.0801, 3.0184], [0.1423, 0.4760, -0.4921], [2.8036, -0.5349, -1.1583], [1.0455, -0.6911, 4.2739], [1.0307, 3.9293, 3.0747], [1.0990, 1.8252, 1.1847], [0.5639, 4.2394, 2.0698], [3.5752, 0.5963, 0.8290], [-2.1749, 4.7031, -5.7899]]}